A molecular structure, C9H19O10Tl in a non-equilibrium geometry, computed with ωB97M-V with the def2-TZVPD basis set.

Each line ends with the natural charge from an NBO analysis.
Cartesian coordinates (Å):
Tl -4.304 -1.305 0.919  1.002
O -1.654 -1.971 0.820  -0.449
H -0.759 -2.146 0.476  0.463
C -0.134 -1.682 -1.501  -0.250
O -0.419 -0.470 -2.163  -0.406
C -1.488 0.243 -1.903  1.006
O -2.377 -0.018 -1.118  -0.521
O -1.405 1.363 -2.575  -0.417
C -2.467 2.297 -2.553  -0.286
H -1.026 -2.277 -1.240  0.219
H 0.325 -1.397 -0.550  0.182
H 0.500 -2.388 -2.034  0.273
H -2.561 2.913 -1.655  0.207
H -3.415 1.786 -2.727  0.207
H -2.351 3.034 -3.345  0.242
C -1.396 4.240 1.415  -0.274
O -2.280 3.131 1.199  -0.461
C -1.925 1.938 1.561  1.011
O -2.706 1.019 1.632  -0.608
O -0.616 1.810 1.735  -0.440
C -0.079 0.547 2.089  -0.241
H -0.923 4.173 2.398  0.211
H -1.938 5.179 1.482  0.238
H -0.624 4.267 0.650  0.204
H -0.481 0.246 3.058  0.224
H 1.003 0.584 2.028  0.244
H -0.423 -0.234 1.392  0.201
C 1.578 -3.592 1.155  -0.270
O 2.156 -2.289 0.973  -0.482
C 3.119 -2.182 0.055  0.969
O 3.651 -3.059 -0.542  -0.560
O 3.298 -0.861 -0.083  -0.470
C 4.293 -0.390 -1.006  -0.264
H 0.535 -3.573 0.840  0.157
H 1.724 -3.833 2.207  0.236
H 2.085 -4.397 0.624  0.247
H 5.070 -1.119 -1.213  0.232
H 4.649 0.542 -0.573  0.222
H 3.765 -0.128 -1.928  0.203

## Properties
Kohn-Sham gap ... 2.79 eV
ΔE to the lowest compared entry with this formula, charge and spin ... 130.0 kJ/mol
Total energy ... -34785.32684 eV
Charge ... +2



A molecular structure, C51H45I2N2O4P2S2SiTi in a non-equilibrium geometry, computed with ωB97M-V with the def2-TZVPD basis set.

Each line ends with the Löwdin spin population.
Cartesian coordinates (Å):
Ti -0.211 -1.705 -2.001  1.813
C -3.424 0.788 0.279  0.001
Si -1.648 0.717 0.939  0.004
C -1.391 2.275 1.818  0.001
C -2.289 3.349 1.675  0.000
C -2.138 4.523 2.333  0.000
C -1.068 4.692 3.237  0.000
C -0.100 3.723 3.351  0.000
C -0.254 2.567 2.582  0.000
P 1.116 1.443 2.238  0.000
C 2.341 2.580 1.460  0.000
C 1.907 3.568 0.620  0.000
C 2.832 4.516 0.209  0.000
C 4.162 4.402 0.469  0.000
C 4.594 3.268 1.224  0.000
C 3.700 2.384 1.707  0.000
C 1.922 1.288 3.881  0.000
C 1.787 0.029 4.498  0.000
C 2.257 -0.109 5.748  0.000
C 2.867 0.950 6.476  0.000
C 3.063 2.166 5.817  0.000
C 2.584 2.321 4.506  0.000
C -1.254 -0.747 1.995  0.000
C -1.988 -0.539 3.123  0.000
C -2.362 -1.476 4.021  0.000
C -1.906 -2.799 3.796  0.000
C -1.113 -3.058 2.713  0.000
C -0.797 -2.063 1.754  0.003
P 0.363 -2.610 0.406  0.028
C 0.053 -4.375 0.067  0.012
C -1.123 -5.069 -0.078  0.006
C -1.156 -6.258 -0.776  0.000
C 0.017 -6.858 -1.206  0.004
C 1.226 -6.203 -1.039  0.000
C 1.222 -4.975 -0.392  0.009
C 1.947 -2.658 1.363  -0.002
C 2.869 -1.730 0.938  0.001
C 4.118 -1.603 1.523  0.000
C 4.495 -2.567 2.453  0.000
C 3.613 -3.537 2.904  0.000
C 2.321 -3.564 2.420  0.000
H -3.529 -0.168 -0.233  0.000
H -3.433 1.607 -0.442  0.000
H -4.027 1.003 1.128  0.000
H -3.099 3.213 0.968  0.000
H -2.866 5.348 2.202  0.000
H -0.973 5.660 3.749  0.000
H 0.705 3.858 4.108  0.000
H 0.877 3.741 0.305  0.000
H 2.489 5.319 -0.452  0.000
H 4.921 5.119 0.106  0.000
H 5.643 3.163 1.437  0.000
H 4.090 1.494 2.243  0.000
H 1.312 -0.771 3.966  0.000
H 2.071 -0.990 6.299  0.000
H 3.217 0.773 7.481  0.000
H 3.616 2.894 6.365  0.000
H 2.689 3.283 4.094  0.000
H -2.378 0.442 3.357  0.000
H -2.958 -1.144 4.890  0.000
H -2.275 -3.561 4.479  0.000
H -0.646 -4.058 2.489  0.000
H -2.040 -4.637 0.243  0.000
H -2.083 -6.826 -0.893  0.000
H 0.079 -7.855 -1.697  0.000
H 2.153 -6.721 -1.347  0.000
H 2.169 -4.411 -0.327  0.000
H 2.450 -1.001 0.232  0.001
H 4.779 -0.816 1.188  0.000
H 5.528 -2.513 2.894  0.000
H 3.922 -4.221 3.658  0.000
H 1.534 -4.212 2.794  0.000
C -5.604 3.009 -5.350  0.000
C -4.598 1.888 -5.266  0.000
C -3.445 1.907 -4.494  0.000
C -2.636 0.769 -4.405  0.000
C -2.903 -0.345 -5.189  0.001
C -4.040 -0.344 -5.987  0.000
C -4.819 0.762 -6.074  0.000
S -1.793 -1.740 -4.910  0.005
O -2.245 -2.826 -5.751  0.000
O -0.458 -1.255 -5.202  0.002
N -1.835 -1.977 -3.308  0.009
C -3.186 -2.238 -2.813  0.002
C -3.180 -2.384 -1.314  0.003
O -4.173 -2.826 -0.780  0.004
O -2.069 -2.013 -0.787  0.016
H -5.472 3.747 -6.145  0.000
H -5.707 3.515 -4.378  0.000
H -6.561 2.524 -5.438  0.000
H -3.297 2.815 -3.863  0.000
H -1.792 0.767 -3.765  0.001
H -4.222 -1.286 -6.520  0.000
H -5.650 0.816 -6.789  0.000
H -3.699 -3.106 -3.245  0.000
H -3.875 -1.407 -2.925  0.000
I -0.442 1.214 -1.179  0.018
I -1.697 5.238 -1.818  0.000
S 2.242 -1.874 -3.020  0.024
C 2.514 -0.143 -2.937  0.013
N 1.942 0.569 -3.942  0.009
C 2.135 1.970 -4.021  0.000
C 2.953 2.729 -3.249  0.004
C 3.514 1.991 -2.150  0.001
C 3.342 0.595 -2.000  0.003
H 1.194 0.140 -4.511  0.001
H 1.497 2.391 -4.847  0.000
H 3.116 3.796 -3.426  0.000
H 4.129 2.484 -1.423  0.000
H 3.727 0.068 -1.117  0.000

## Properties
2S+1 ... 3
Kohn-Sham gap (alpha / beta) ... 5.85 / 5.82 eV
ΔE to the lowest compared entry with this formula, charge and spin ... 0.0 kJ/mol
Total energy ... -152234.68893 eV
Charge ... -1
Expectation value of S² ... 2.00



2 unconnected molecules or ions with the total composition C3H11N2O in a non-equilibrium geometry, computed with ωB97M-V with the def2-TZVPD basis set.

Each line ends with the natural charge from an NBO analysis.
Cartesian coordinates (Å):
C -0.790 2.080 -1.561  -0.634
C 0.130 0.862 -1.639  -0.208
N 0.507 0.400 -0.234  -0.696
H -1.116 2.277 -2.561  0.256
H -1.715 1.834 -0.971  0.231
H -0.296 2.922 -1.079  0.223
H -0.368 -0.065 -2.023  0.230
H 1.002 1.159 -2.153  0.223
H 0.719 1.262 0.341  0.429
H 1.388 -0.132 -0.194  0.434
H -0.220 -0.146 0.187  0.463
C -0.395 -2.176 1.610  0.548
N 0.778 -1.959 2.214  -0.807
O -1.127 -1.312 1.157  -0.654
H -0.621 -3.297 1.562  0.146
H 1.190 -2.692 2.750  0.418
H 0.934 -1.017 2.595  0.397

## Properties
Kohn-Sham gap ... 11.33 eV
ΔE to the lowest compared entry with this formula, charge and spin ... 66.8 kJ/mol
Total energy ... -8311.09951 eV
Charge ... +1



17 unconnected molecules or ions with the total composition C5H42O16 in a non-equilibrium geometry, computed with ωB97M-V with the def2-TZVPD basis set.

Each line ends with the natural charge from an NBO analysis.
Cartesian coordinates (Å):
C 1.790 2.835 -0.571  -0.711
C 2.218 1.610 0.114  0.036
C 3.347 0.969 -0.276  -0.271
C 3.754 -0.287 0.356  -0.687
C 1.386 1.159 1.296  -0.672
H 1.869 2.779 -1.676  0.274
H 2.334 3.824 -0.437  0.242
H 0.805 3.274 -0.175  0.215
H 3.910 1.454 -1.083  0.205
H 3.830 -0.514 1.457  0.236
H 3.208 -1.166 0.063  0.211
H 4.740 -0.697 -0.034  0.228
H 0.852 1.895 1.849  0.218
H 1.861 0.588 2.083  0.232
H 0.555 0.548 0.875  0.232
H -0.559 2.103 -1.247  0.513
H 0.120 0.853 -1.421  0.489
O -0.483 1.247 -0.780  -0.999
H -0.225 -2.787 -3.747  0.477
H -0.123 -2.124 -2.395  0.504
O -0.641 -2.105 -3.210  -0.975
H 1.358 -0.218 -2.522  0.485
H 1.856 -0.214 -1.125  0.501
O 1.232 -0.705 -1.694  -0.987
H 2.119 1.104 4.405  0.478
H 1.195 -0.191 4.129  0.513
O 1.223 0.773 4.334  -1.013
H -1.460 -0.168 4.280  0.493
H -2.599 0.489 3.413  0.506
O -2.298 -0.318 3.840  -0.968
H -1.560 -0.068 -0.703  0.517
H -3.174 -0.028 -0.792  0.489
O -2.376 -0.511 -1.010  -0.982
H -0.491 1.846 3.654  0.493
H -1.201 2.046 2.442  0.460
O -1.371 2.171 3.388  -0.951
H 0.879 -2.167 2.603  0.500
H 1.531 -2.429 3.880  0.470
O 0.889 -1.782 3.550  -1.006
H -2.251 3.010 -0.772  0.468
H -3.456 2.246 -1.097  0.456
O -3.183 3.162 -0.953  -0.921
H -2.125 0.029 -2.655  0.494
H -1.623 -0.546 -3.990  0.508
O -2.075 0.251 -3.633  -1.006
H -1.853 -2.169 -0.543  0.502
H -2.591 -3.405 -1.178  0.485
O -1.803 -3.133 -0.707  -0.995
H -2.084 -2.915 1.830  0.481
H -2.142 -1.639 2.768  0.518
O -1.981 -1.960 1.850  -1.001
H 1.209 -3.982 -0.469  0.462
H -0.314 -3.964 -0.026  0.496
O 0.348 -4.376 -0.575  -0.971
H -1.434 1.772 -3.192  0.510
H -2.237 3.222 -3.029  0.500
O -1.406 2.743 -2.962  -1.035
H 2.377 1.871 -4.082  0.493
H 3.617 1.486 -3.110  0.486
O 2.852 2.042 -3.266  -0.964
H -0.279 -2.182 1.221  0.511
H 0.906 -1.714 0.566  0.482
O 0.655 -2.475 1.117  -0.954

## Properties
Kohn-Sham gap ... 9.33 eV
ΔE to the lowest compared entry with this formula, charge and spin ... 402.7 kJ/mol
Total energy ... -38625.40443 eV



2 unconnected molecules or ions with the total composition C18H30Cl2F3NO8P in a non-equilibrium geometry, computed with ωB97M-V with the def2-TZVPD basis set.

Each line ends with the natural charge from an NBO analysis.
Cartesian coordinates (Å):
C -0.380 -5.172 4.359  -0.600
C -1.515 -4.163 4.580  -0.393
C -1.041 -2.919 5.366  -0.433
C -1.569 -1.603 4.804  -0.063
O -0.457 -0.752 4.400  -0.496
C -0.723 -0.082 3.292  0.723
N -0.049 -0.235 2.212  -0.049
O 0.965 -1.158 2.214  -0.364
C 2.170 -0.628 2.845  -0.084
C 3.408 -1.051 2.082  -0.632
C -0.534 0.580 1.026  -0.148
C 0.663 1.127 0.247  -0.227
Cl 1.568 -0.217 -0.559  -0.082
C 0.314 2.254 -0.756  -0.207
C 1.177 2.255 -2.012  -0.636
Cl -1.403 2.221 -1.261  -0.040
P -1.727 -0.675 0.128  1.384
O -1.335 -2.079 0.910  -1.012
O -1.188 -0.819 -1.388  -0.969
C -1.403 1.589 1.802  -0.376
C -0.793 2.984 2.094  0.761
O 0.426 2.984 2.389  -0.803
O -1.591 3.920 2.057  -0.707
C -1.796 0.935 3.141  -0.488
H -0.796 -6.114 4.009  0.211
H 0.167 -5.333 5.287  0.199
H 0.296 -4.771 3.605  0.207
H -1.883 -3.866 3.596  0.205
H -2.346 -4.628 5.108  0.198
H -1.417 -3.028 6.383  0.211
H 0.046 -2.910 5.421  0.225
H -2.208 -1.815 3.948  0.194
H -2.183 -1.073 5.532  0.190
H 2.086 0.453 2.940  0.219
H 2.206 -1.067 3.843  0.182
H 4.244 -1.030 2.784  0.213
H 3.324 -2.068 1.709  0.221
H 3.652 -0.352 1.290  0.234
H 1.342 1.566 0.973  0.276
H 0.510 3.187 -0.236  0.246
H 0.957 3.178 -2.547  0.232
H 2.236 2.262 -1.755  0.205
H 0.938 1.453 -2.705  0.289
H -0.409 -2.345 0.783  0.489
H -0.438 -1.424 -1.472  0.501
H -2.340 1.769 1.285  0.266
H -2.774 0.456 3.127  0.245
H -1.677 1.572 4.018  0.264
C 0.204 3.017 -8.026  -0.645
C 0.034 3.212 -6.522  -0.067
O -0.630 2.175 -5.847  -0.584
C 0.160 1.000 -5.443  0.329
O 1.271 1.276 -4.833  -0.888
C 0.386 0.030 -6.642  0.909
F -0.687 -0.059 -7.480  -0.362
F 0.582 -1.230 -6.180  -0.355
F 1.446 0.307 -7.422  -0.344
H -0.697 2.583 -8.462  0.204
H 0.403 3.980 -8.506  0.184
H 1.042 2.363 -8.259  0.215
H -0.605 4.090 -6.375  0.152
H 0.993 3.440 -6.042  0.182
H -0.619 0.449 -4.857  0.086

## Properties
Kohn-Sham gap ... 5.70 eV
Total energy ... -79507.95796 eV
Charge ... -1



- The highest total energy belongs to which entry?
  C3H11N2O